Version P
Here is a molecular structure, C20H43InN2P3S from the OMol25 dataset. Energies are from wB97M-V/def2-TZVPD.

**Highest occupied orbital energy**: -0.577 Ha
**LUMO level**: -10.6 eV
**Total charge**: +3

Each line ends with the Löwdin charge.
Geometry (Å):
In -0.2853 0.5703 -0.7885  0.5975
P -1.8501 2.5016 -0.2073  0.7199
P -1.8507 -1.3308 0.2374  0.7430
P 1.9331 1.6287 -1.5377  0.7516
H -0.6447 -4.2891 -2.7497  0.0661
C 0.3793 -3.9376 -2.9243  -0.0932
C 1.3637 -4.0013 -2.0175  -0.0610
H 1.2044 -4.1007 -0.9169  0.0576
C -3.0394 2.6050 -1.5891  -0.2249
C -2.8339 2.3728 1.3332  -0.2163
C -0.9504 4.0769 -0.1122  -0.2245
C -1.3306 -3.0495 0.2004  -0.2190
C -2.5207 -1.2648 1.9226  -0.2181
C -3.3849 -1.4822 -0.7139  -0.2331
C 3.2587 0.4105 -1.8882  -0.2474
C 2.7027 2.8549 -0.4262  -0.2082
C 1.4452 2.6560 -2.9842  -0.2533
H 0.6169 -3.6717 -3.9580  0.0336
H 2.3924 -3.8318 -2.3442  0.0592
H -3.7122 3.4677 -1.4786  0.0831
H -3.6368 1.6819 -1.6186  0.0473
H -2.4952 2.6915 -2.5411  0.0632
H -3.3770 3.3183 1.5236  0.0875
H -2.1771 2.1619 2.1936  0.0457
H -3.5700 1.5575 1.2516  0.0514
H -1.6523 4.8967 0.1015  0.0840
H -0.4316 4.2972 -1.0528  0.0450
H -0.1956 4.0485 0.6873  0.0561
H -2.2711 -3.6178 0.1569  0.0848
H -0.8192 -3.2743 1.1400  0.0712
H -0.6955 -3.3094 -0.6513  0.0050
H -3.4648 -1.8257 1.8434  0.0832
H -2.7261 -0.2446 2.2722  0.0350
H -1.8441 -1.7796 2.6160  0.0525
H -3.9672 -2.2757 -0.2245  0.0765
H -3.1088 -1.7805 -1.7311  0.0718
H -3.9390 -0.5354 -0.7130  0.0481
H 3.7158 0.5773 -2.8776  0.0781
H 2.8518 -0.6163 -1.8794  0.0265
H 4.0514 0.4482 -1.1154  0.0739
H 3.3617 3.5364 -0.9926  0.0951
H 3.2982 2.3579 0.3430  0.0652
H 1.9407 3.4549 0.0851  0.0355
H 2.2768 2.8741 -3.6649  0.0857
H 1.0298 3.6090 -2.6240  0.0478
H 0.6552 2.1555 -3.5701  0.0041
C 1.2275 -1.1913 -5.6165  -0.5617
C 0.8085 -0.4930 -6.7911  -0.0969
C 1.2045 -0.9034 -8.0760  -0.0494
C 2.0202 -2.0392 -8.2291  -0.0357
C 2.4615 -2.7346 -7.0924  -0.0441
C 2.0784 -2.3010 -5.8172  -0.1121
S 0.8683 -0.5188 -4.0003  0.7368
H 0.1633 -1.2816 -2.9951  -0.1307
H 0.1813 0.4039 -6.6852  0.1048
H 0.8450 -0.3683 -8.9736  0.1278
H 2.2155 -2.4364 -9.2187  0.1204
H 3.0667 -3.6329 -7.2109  0.1218
H 2.4594 -2.8033 -4.9375  0.0906
C 1.2396 1.3359 5.0578  -0.0022
N 0.5003 0.3302 4.2907  -0.1720
C -0.2201 -0.6979 5.0417  -0.0054
C 0.3139 0.4556 3.0023  -0.2367
N 0.1415 0.5610 1.8398  0.0973
H 1.1164 1.1040 6.1194  0.1011
H 0.8671 2.3569 4.8724  0.1050
H 2.3148 1.3078 4.8275  0.1069
H -1.2937 -0.6721 4.8118  0.0921
H 0.1542 -1.6969 4.7841  0.1059
H -0.0568 -0.5122 6.1047  0.1034

=====

Version Q
Here is a molecular structure, C20H43InN2P3S from the OMol25 dataset. Energies are from wB97M-V/def2-TZVPD.

**Highest occupied orbital energy**: -0.628 Ha
**LUMO level**: -10.0 eV
**Total charge**: +3

Each line ends with the Löwdin charge.
Geometry (Å):
In -0.0658 0.2017 -0.2526  0.2282
P 2.1920 0.9736 0.9246  0.7721
P -2.0919 1.8442 0.4297  0.7679
P 0.6468 1.5337 -2.3221  0.7259
H -0.8564 -4.3588 2.1735  0.0538
C -0.2658 -4.5585 1.2730  -0.0833
C 1.0671 -4.4208 1.2802  -0.0783
H 1.6107 -4.2873 2.2217  0.0520
C 2.7181 0.1149 2.4503  -0.2336
C 2.0238 2.7174 1.4807  -0.2191
C 3.7241 0.9538 -0.0794  -0.2332
C -3.6826 1.2875 -0.2922  -0.2287
C -2.5544 2.0236 2.1923  -0.2435
C -1.9646 3.5807 -0.1377  -0.2336
C 1.8287 0.5587 -3.3017  -0.2108
C 1.2882 3.2346 -2.1918  -0.2068
C -0.7860 1.6781 -3.4308  -0.2189
H -0.8293 -4.7333 0.3496  0.0457
H 1.6667 -4.4453 0.3605  0.0470
H 2.4618 -0.9510 2.4050  0.0479
H 2.2312 0.5463 3.3345  0.0560
H 3.8063 0.2172 2.5653  0.0724
H 1.4082 2.7657 2.3891  0.0582
H 1.5346 3.3330 0.7149  0.0268
H 3.0118 3.1461 1.7015  0.0830
H 3.8644 -0.0418 -0.5231  0.0639
H 4.5811 1.1675 0.5762  0.0764
H 3.6991 1.6873 -0.8956  0.0398
H -4.4359 2.0864 -0.1973  0.0809
H -4.0267 0.3904 0.2425  0.0649
H -3.5376 1.0338 -1.3516  0.0432
H -3.2625 2.8608 2.2935  0.0790
H -1.6616 2.2237 2.8013  0.0437
H -3.0264 1.0957 2.5481  0.0540
H -2.8510 4.1434 0.1938  0.0787
H -1.8955 3.6191 -1.2335  0.0391
H -1.0633 4.0388 0.2941  0.0500
H 1.9699 1.1006 -4.2477  0.0801
H 1.4301 -0.4480 -3.5003  0.0541
H 2.7907 0.4692 -2.7806  0.0454
H 1.4089 3.6298 -3.2124  0.0884
H 2.2579 3.2579 -1.6769  0.0462
H 0.5773 3.8678 -1.6411  0.0465
H -0.4051 1.6040 -4.4604  0.0781
H -1.2801 2.6485 -3.2815  0.0600
H -1.5023 0.8621 -3.2590  0.0297
C -0.8519 -2.3467 -2.5525  -0.5901
C -1.7221 -1.9750 -3.5994  -0.1072
C -1.5069 -2.4561 -4.8918  -0.0315
C -0.3908 -3.2620 -5.1435  -0.0207
C 0.4945 -3.6158 -4.1161  -0.0308
C 0.2745 -3.1443 -2.8193  -0.0948
S -1.2810 -1.8757 -0.8977  0.8840
H 0.1210 -1.6524 -0.2117  -0.0420
H -2.5715 -1.3231 -3.3805  0.1095
H -2.2076 -2.2068 -5.6954  0.1332
H -0.2333 -3.6469 -6.1498  0.1304
H 1.3588 -4.2550 -4.3199  0.1321
H 0.9598 -3.3745 -2.0004  0.1065
C -1.2864 0.1617 5.3051  0.0002
N -0.6557 -0.8928 4.4943  -0.1661
C 0.1576 -1.9094 5.1847  0.0065
C -0.5745 -0.7397 3.1969  -0.2210
N -0.5556 -0.5172 2.0375  0.0978
H -1.4014 -0.2210 6.3244  0.1067
H -2.2737 0.4084 4.8898  0.0946
H -0.6695 1.0772 5.3333  0.1045
H 0.0170 -2.8863 4.6957  0.1014
H 1.2307 -1.6450 5.1639  0.1009
H -0.1864 -1.9541 6.2258  0.1069

=====

Short version: version P is the least stable of them.

=====

Version P
Here is 11 unconnected molecules or ions with the total composition C14H51NO11 from the OMol25 dataset. Energies are from wB97M-V/def2-TZVPD.

**Highest occupied orbital energy**: -0.342 Ha
**LUMO level**: -0.5 eV
**SMILES string**: COC[C@H](C)N.CCO.CCO.CCO.CCO.CCO.O.O.O.O.O

Each line ends with the Löwdin charge.
Geometry (Å):
C 1.1842 -6.2488 -0.3717  -0.1083
O 1.1631 -4.9896 -0.9987  -0.1754
C 1.0544 -3.9409 -0.0810  -0.2329
C 1.1122 -2.5929 -0.7651  -0.4128
C 2.4684 -2.4178 -1.4884  -0.0446
N 0.9818 -1.5284 0.2367  0.0545
H 1.4263 -7.0882 -1.0181  0.0867
H 0.1602 -6.4480 -0.0217  0.0877
H 1.8254 -6.2367 0.5148  0.0870
H 0.1126 -4.0433 0.4818  0.1238
H 1.8362 -4.0012 0.6907  0.1241
H 0.3027 -2.3929 -1.4713  0.1160
H 3.2212 -2.4905 -0.7010  0.0826
H 2.5044 -1.4431 -1.9744  0.0734
H 2.6404 -3.1985 -2.2310  0.0751
H 1.0820 -0.6157 -0.1881  0.0425
H 1.7735 -1.6386 0.8833  0.0317
C 3.7573 -0.3099 4.0392  -0.0719
C 2.7196 -0.5068 2.9175  -0.2923
O 2.6430 -1.8983 2.5732  -0.1110
H 4.1190 0.7195 3.9555  0.0717
H 4.5811 -0.9937 3.8450  0.0748
H 3.3921 -0.4018 5.0598  0.0691
H 2.8178 0.1652 2.0663  0.1097
H 1.7382 -0.2437 3.3324  0.0931
H 1.9791 -2.2855 3.1488  0.0874
C -0.7010 -1.4487 -4.0729  -0.0693
C -1.1980 -0.2597 -3.2745  -0.2853
O -0.7633 0.9586 -3.9073  -0.0982
H -1.3286 -2.3334 -3.9749  0.0801
H 0.3496 -1.6610 -3.8860  0.0704
H -0.7714 -1.1393 -5.1190  0.0790
H -0.7724 -0.2917 -2.2657  0.0872
H -2.2766 -0.2260 -3.1054  0.1098
H -1.5638 1.4109 -4.1826  0.0914
C -0.5761 1.6425 0.9054  -0.0646
C -0.1372 2.0492 -0.4891  -0.2838
O 0.6893 3.2216 -0.4315  -0.1172
H -1.5618 1.1833 0.8476  0.0631
H -0.5671 2.4086 1.6839  0.0827
H 0.1408 0.9411 1.3392  0.0474
H -1.0006 2.2613 -1.1247  0.1024
H 0.4768 1.2812 -0.9648  0.0987
H 0.6780 3.5779 -1.3391  0.0452
C -2.3717 -0.0297 3.7972  -0.0740
C -1.2988 -1.0714 3.5518  -0.3158
O -1.9746 -2.3143 3.2571  -0.0841
H -1.8949 0.9539 3.8037  0.0708
H -2.8688 -0.1597 4.7566  0.0768
H -3.1089 -0.0457 2.9957  0.0582
H -0.6494 -1.2475 4.4190  0.1054
H -0.5760 -0.7872 2.7811  0.0723
H -1.3124 -2.8110 2.7609  0.0663
C -3.8575 -0.9550 0.0857  -0.0797
C -4.7641 0.2740 0.2251  -0.3195
O -5.9197 0.0377 -0.5724  -0.0758
H -3.8548 -1.0973 -1.0023  0.0590
H -4.2497 -1.9030 0.4446  0.0801
H -2.8081 -0.8157 0.3494  0.0541
H -4.2913 1.2305 -0.0213  0.1009
H -4.9879 0.4581 1.2807  0.1000
H -5.8459 0.5196 -1.3981  0.0781
O -1.6741 5.1859 1.0216  -0.0505
H -2.5604 5.1117 0.6520  0.0357
H -1.1959 4.4212 0.6744  -0.0048
O 3.3822 5.4234 -2.1344  -0.0496
H 4.1546 5.4029 -1.5616  0.0296
H 2.6504 5.1893 -1.5571  0.0079
O 1.4112 2.7188 -3.7578  -0.0669
H 0.9415 3.5371 -3.5521  -0.0078
H 0.7411 2.0099 -3.6944  -0.0048
O -0.5279 4.5576 -2.5655  -0.0355
H -0.7328 5.2393 -1.9096  0.0698
H -1.3845 4.2777 -2.9055  0.0672
O 3.5141 3.1331 0.1276  -0.0680
H 2.5463 3.0484 0.0586  -0.0025
H 3.6566 4.0012 0.5163  0.0264

=====

Version Q
Here is a molecular structure, C14H51NO11 from the OMol25 dataset. Energies are from wB97M-V/def2-TZVPD.

**Highest occupied orbital energy**: -0.292 Ha
**LUMO level**: 0.1 eV

Each line ends with the Löwdin charge.
Geometry (Å):
C -0.1293 2.0375 -1.8426  -0.0629
C 0.8882 2.8164 -2.6292  -0.2538
O 1.3426 1.8674 -3.5946  -0.1012
H 0.3036 1.1376 -1.4056  0.0569
H -1.0305 1.7340 -2.3753  0.1198
H -0.5451 2.6823 -1.0684  0.0729
H 1.7212 3.1940 -2.0363  0.1008
H 0.3822 3.6695 -3.0811  0.1292
H 1.8415 1.2511 -3.0535  -0.1648
C 0.1018 -1.2713 -1.4079  -0.0266
C -1.4414 -1.0483 -1.5185  -0.2786
O -2.1857 -2.2054 -1.3011  -0.0775
H 0.4878 -1.7652 -2.2996  0.1052
H 0.4020 -1.6571 -0.4337  0.0966
H 0.6067 -0.3059 -1.4416  0.0581
H -1.5968 -0.8546 -2.5798  0.1395
H -1.8218 -0.1556 -1.0220  0.0721
H -1.9167 -2.8213 -1.9867  0.1096
C -0.9080 1.9659 3.2765  -0.0525
C -1.8948 1.5370 2.1604  -0.3248
O -2.9760 2.4380 2.0017  -0.0464
H -0.4744 2.9472 3.0834  0.0334
H -0.0641 1.2798 3.3494  0.0674
H -1.2360 2.0748 4.3102  0.0718
H -2.3749 0.6040 2.4555  0.1172
H -1.3161 1.4607 1.2399  0.0236
H -2.7165 3.1976 1.4752  0.0705
C 0.1291 3.5147 1.0016  -0.0464
C 1.0088 3.9448 -0.1700  -0.2485
O 2.1590 3.1963 -0.3598  0.0113
H 0.6183 3.5928 1.9725  0.0847
H -0.3082 2.5221 0.8936  0.0369
H -0.8333 4.0217 0.9310  0.1038
H 1.2861 4.9963 -0.0961  0.1397
H 0.4296 3.7873 -1.0798  0.0658
H 2.7852 3.3977 0.3394  0.1658
C 2.3069 -0.6442 -3.8495  -0.0477
C 2.4164 -0.4794 -2.3103  -0.2510
O 2.1824 0.8876 -1.9947  -0.0966
H 2.5023 -1.6430 -4.2398  0.0772
H 3.0044 0.0859 -4.2601  0.0860
H 1.3173 -0.3288 -4.1803  0.0772
H 3.3628 -0.8552 -1.9214  0.1259
H 1.6918 -1.1774 -1.8910  0.0283
H 1.8895 0.9228 -1.0811  -0.3481
C -0.3584 -2.6161 2.9423  0.0339
C -0.5299 -2.4787 1.4045  -0.2860
C -1.5121 -3.4603 0.7895  -0.1603
O -0.9876 -4.7536 1.1374  -0.1982
C -1.7041 -5.7737 0.3616  -0.0675
N -1.0617 -1.1427 1.0680  0.0159
H -0.2203 -3.6444 3.2764  0.0958
H -1.2211 -2.2415 3.4933  0.1072
H 0.5890 -2.1516 3.2157  0.0810
H 0.4531 -2.6695 0.9739  0.1611
H -1.5252 -3.4767 -0.3003  0.0922
H -2.5537 -3.3793 1.1006  0.1455
H -1.7592 -5.6308 -0.7176  0.0780
H -2.7439 -5.6630 0.6695  0.0837
H -1.2011 -6.7066 0.6159  0.0897
H -1.4795 -1.1482 0.1485  0.0558
H -1.8385 -1.0964 1.7118  0.1479
O -0.3128 0.8858 0.3312  -0.2144
H 0.5061 1.2127 -0.0412  -0.0054
H -0.0455 0.1693 0.9069  -0.0366
O 2.6898 -0.7690 1.2918  -0.0525
H 1.7777 -0.4804 1.3257  -0.1760
H 2.7921 -1.3314 2.0595  0.0457
O -2.5089 0.1674 0.4018  -0.1489
H -2.9138 1.0058 0.1794  0.0995
H -1.5987 0.2582 0.1199  -0.0409
O 1.9039 1.0755 -0.1801  0.1716
H 1.9405 2.0320 -0.1775  -0.0842
H 2.7129 0.8032 0.2530  0.1492
O 0.6605 -0.6244 1.6578  -0.0439
H 0.7312 -0.7494 2.6042  0.0988
H -0.0783 -1.1747 1.3976  -0.2576

=====

Short version: version Q is the least stable of them.

=====

Version P
Here is a molecular structure, H6InO3 from the OMol25 dataset. Energies are from wB97M-V/def2-TZVPD.

**Highest occupied orbital energy**: -1.052 Ha
**LUMO level**: -20.1 eV
**Total charge**: +3

Each line ends with the Löwdin charge.
Geometry (Å):
In 0.4769 -0.8861 -0.8393  1.8314
O -0.5041 0.7199 -1.6604  0.0875
H -1.2374 1.1508 -1.2213  0.1434
H -0.4100 1.1907 -2.4885  0.1727
O -0.6124 0.1917 0.5101  0.0200
H -1.0613 1.0342 0.4396  0.1534
H -1.0004 -0.2232 1.2806  0.1622
O 1.3101 -0.8400 1.0348  0.1079
H 1.1051 -1.7544 1.2299  0.1317
H 1.9334 -0.5835 1.7144  0.1898

=====

Version Q
Here is a molecular structure, H6InO3 from the OMol25 dataset. Energies are from wB97M-V/def2-TZVPD.

**Highest occupied orbital energy**: -0.961 Ha
**LUMO level**: -21.4 eV
**Total charge**: +3

Each line ends with the Löwdin charge.
Geometry (Å):
In -24.0344 11.2094 -3.2712  1.9454
O -21.1472 11.2321 -2.8182  0.0580
H -20.5942 11.3680 -2.0111  0.1566
H -20.5845 10.7130 -3.4229  0.1122
O -22.4047 10.3987 -5.4720  0.0575
H -21.6805 9.8141 -5.1742  0.1135
H -22.5692 10.1395 -6.4122  0.1625
O -25.4917 8.8387 -2.4960  0.0849
H -26.4756 8.9384 -2.4742  0.1501
H -25.2783 8.2166 -1.7555  0.1594

=====

Short version: version Q is the least stable of them.